C57H67ClI2N10O3S | the ωB97M-V functional and the def2-TZVPD basis

Computed properties:
multiplicity	1
maximum force	4.61	eV Å⁻¹
DFT total energy	-4438.8067	a.u.

Geometry (Å):
C 4.583 -0.966 6.167
C 3.323 -1.750 5.485
C 2.985 -0.977 4.082
C 1.697 -0.075 4.382
N 1.205 0.760 3.238
C -0.132 0.371 2.762
C -1.369 1.042 3.431
N -1.086 2.045 4.499
C -2.837 0.709 2.974
C -3.987 1.529 3.749
C -3.863 3.110 3.470
C -5.044 3.718 2.568
O -6.361 3.179 2.854
C -3.148 -0.342 1.842
C -4.664 -0.617 1.435
C -4.917 -0.874 -0.127
C -4.163 0.139 -1.112
Cl -3.640 -0.881 -2.592
C -1.898 -1.001 1.186
N -2.037 -2.003 0.120
C -0.435 -0.640 1.614
S 1.051 -1.391 0.786
C 2.272 0.021 0.867
C 3.315 0.321 -0.234
I 3.307 -1.016 -1.970
C 4.306 1.524 -0.076
O 5.217 1.785 -1.136
C 4.465 2.433 -2.204
C 5.242 2.447 -3.623
C 4.303 2.409 1.188
N 5.189 3.531 1.490
C 6.614 3.303 1.131
C 4.669 4.836 1.061
C 4.854 6.056 2.115
O 4.066 5.092 -0.007
C 3.214 2.063 2.278
I 3.168 3.301 4.088
C 2.185 0.918 2.152
H 4.253 0.022 6.633
H 5.416 -0.744 5.420
H 4.979 -1.631 7.018
H 3.593 -2.845 5.334
H 2.440 -1.596 6.214
H 2.704 -1.774 3.317
H 3.933 -0.390 3.830
H 0.818 -0.680 4.795
H 2.006 0.666 5.219
H -0.537 2.802 4.040
H -0.429 1.649 5.191
H -3.744 1.387 4.872
H -5.032 1.101 3.602
H -3.897 3.676 4.476
H -2.845 3.381 3.007
H -5.094 4.848 2.809
H -4.813 3.669 1.438
H -6.411 2.997 3.817
H -5.333 0.277 1.731
H -5.037 -1.516 2.048
H -4.719 -1.957 -0.467
H -6.050 -0.715 -0.302
H -4.857 0.946 -1.560
H -3.197 0.585 -0.706
H -1.287 -2.721 0.199
H -2.899 -2.550 0.330
H 4.273 3.540 -1.943
H 3.425 1.979 -2.384
H 4.414 2.357 -4.426
H 5.702 3.493 -3.795
H 5.996 1.602 -3.743
H 7.314 4.087 1.588
H 6.716 3.437 -0.016
H 6.988 2.234 1.335
H 3.838 6.544 2.362
H 5.209 5.594 3.115
H 5.635 6.815 1.781
C -1.759 -1.783 -5.168
C -0.570 -2.353 -4.735
C 0.373 -2.705 -5.688
N 0.202 -2.530 -7.009
C -0.959 -1.979 -7.400
C -1.962 -1.590 -6.527
H -2.521 -1.493 -4.451
H -0.380 -2.519 -3.682
H 1.320 -3.150 -5.399
H -1.071 -1.851 -8.472
H -2.878 -1.147 -6.899
C -2.932 4.228 -3.880
C -2.804 2.881 -3.574
C -3.306 1.953 -4.473
N -3.913 2.282 -5.625
C -4.025 3.593 -5.896
C -3.553 4.596 -5.065
H -2.551 4.984 -3.202
H -2.326 2.558 -2.657
H -3.228 0.889 -4.279
H -4.521 3.830 -6.832
H -3.669 5.638 -5.336
C 3.293 -6.819 -1.608
C 2.328 -5.882 -1.270
C 1.941 -4.963 -2.231
N 2.448 -4.923 -3.476
C 3.381 -5.841 -3.776
C 3.832 -6.803 -2.886
H 3.621 -7.556 -0.883
H 1.886 -5.865 -0.281
H 1.187 -4.211 -2.015
H 3.775 -5.786 -4.784
H 4.586 -7.521 -3.184
C -3.281 -2.781 7.352
C -2.117 -3.147 8.013
C -0.924 -2.571 7.608
N -0.826 -1.680 6.608
C -1.967 -1.345 5.983
C -3.209 -1.861 6.315
H -4.235 -3.210 7.640
H -2.136 -3.863 8.825
H 0.012 -2.822 8.096
H -1.859 -0.625 5.178
H -4.097 -1.553 5.778
C -9.786 2.741 -2.004
C -8.820 2.931 -1.027
C -7.610 2.271 -1.165
N -7.317 1.454 -2.190
C -8.270 1.286 -3.120
C -9.509 1.902 -3.075
H -10.746 3.241 -1.933
H -9.003 3.577 -0.177
H -6.822 2.390 -0.428
H -8.007 0.619 -3.935
H -10.240 1.732 -3.856
C 8.288 -3.185 -4.049
C 8.368 -4.281 -4.896
C 7.195 -4.936 -5.232
N 5.982 -4.576 -4.782
C 5.932 -3.514 -3.963
C 7.047 -2.790 -3.571
H 9.184 -2.645 -3.764
H 9.320 -4.618 -5.287
H 7.205 -5.796 -5.894
H 4.940 -3.245 -3.612
H 6.947 -1.939 -2.908

=====

C58H50BiF3N6OSi2 | the ωB97M-V functional and the def2-TZVPD basis

Computed properties:
multiplicity	1
total charge	-2
maximum force	1.51	eV Å⁻¹
DFT total energy	-3737.2338	a.u.

Geometry (Å):
Bi 0.348 1.462 1.630
C -7.806 -0.223 0.915
C -6.849 0.301 1.772
C -5.500 0.183 1.472
C -5.078 -0.472 0.313
C -6.052 -0.997 -0.539
C -7.401 -0.868 -0.246
C -3.636 -0.517 -0.045
C -3.036 -1.773 -0.268
C -3.737 -3.047 -0.170
C -2.873 -3.993 -0.604
C -1.642 -3.297 -0.958
N -1.773 -1.975 -0.694
C -0.572 -3.931 -1.617
C 0.595 -3.351 -2.157
C 1.526 -4.052 -3.033
C 2.464 -3.145 -3.406
C 2.095 -1.895 -2.764
C 2.728 -0.658 -2.965
C 3.970 -0.651 -3.793
C 5.227 -0.626 -3.195
C 6.376 -0.563 -3.972
C 6.284 -0.534 -5.356
C 5.036 -0.590 -5.961
C 3.889 -0.649 -5.185
C 2.194 0.597 -2.621
N 1.028 0.804 -1.966
C 0.731 2.111 -2.102
C -0.476 2.747 -1.738
C -0.683 4.118 -2.285
C -0.908 5.218 -1.459
C -1.220 6.456 -2.002
C -1.316 6.616 -3.377
C -1.068 5.534 -4.211
C -0.747 4.300 -3.668
C -1.607 2.168 -1.123
C -2.903 2.848 -1.062
C -3.780 1.959 -0.547
C -3.027 0.728 -0.320
N -1.728 0.917 -0.615
C 1.810 2.803 -2.805
C 2.728 1.860 -3.116
N 0.989 -2.071 -2.014
C -0.777 -5.377 -1.935
C -1.308 -5.766 -3.163
C -1.487 -7.106 -3.468
C -1.154 -8.084 -2.541
C -0.643 -7.708 -1.307
C -0.450 -6.366 -1.010
H -8.859 -0.123 1.151
H -7.156 0.803 2.682
H -4.752 0.600 2.134
H -5.735 -1.482 -1.454
H -8.143 -1.270 -0.925
H -4.748 -3.192 0.178
H -3.040 -5.055 -0.690
H 1.448 -5.083 -3.341
H 3.299 -3.291 -4.074
H 5.300 -0.663 -2.116
H 7.347 -0.528 -3.493
H 7.181 -0.464 -5.960
H 4.962 -0.577 -7.043
H 2.911 -0.690 -5.649
H -0.853 5.093 -0.384
H -1.407 7.301 -1.349
H -1.588 7.577 -3.797
H -1.143 5.649 -5.286
H -0.570 3.447 -4.311
H -3.119 3.844 -1.409
H -4.836 2.105 -0.382
H 1.843 3.859 -3.025
H 3.656 1.987 -3.652
H -1.585 -4.998 -3.875
H -1.893 -7.395 -4.431
H -1.314 -9.132 -2.766
H -0.395 -8.462 -0.569
H -0.047 -6.069 -0.050
C 3.290 2.284 4.056
Si 1.980 0.954 3.661
C 2.972 -0.675 3.722
C 0.904 0.777 5.233
C 1.498 0.751 6.496
C 0.758 0.516 7.644
C -0.611 0.304 7.542
C -1.216 0.340 6.296
C -0.482 0.574 5.132
Si -1.337 0.566 3.422
C -2.851 1.705 3.612
C -1.888 -1.239 3.235
H 3.814 2.074 4.991
H 2.838 3.273 4.137
H 4.040 2.330 3.264
H 3.328 -0.848 4.740
H 3.841 -0.646 3.065
H 2.361 -1.530 3.424
H 2.567 0.927 6.581
H 1.242 0.498 8.615
H -1.200 0.105 8.430
H -2.287 0.174 6.226
H -3.688 1.236 4.135
H -3.203 2.038 2.632
H -2.563 2.598 4.168
H -2.520 -1.558 4.068
H -1.011 -1.887 3.197
H -2.438 -1.391 2.306
O 0.431 -0.942 0.965
H 0.901 -1.146 0.109
H -0.480 -1.073 0.596
N 4.107 0.894 0.936
C 4.232 2.174 0.537
C 5.543 2.525 0.761
C 6.128 1.370 1.309
N 5.251 0.386 1.408
H 3.273 0.326 0.888
H 3.407 2.726 0.120
H 6.017 3.471 0.574
H 7.145 1.232 1.639
F -0.030 3.813 4.033
C 0.122 3.740 2.663
F 1.212 4.550 2.413
F -0.938 4.473 2.178

=====

- What is the formula in the first record?
  C57H67ClI2N10O3S